{
  "formula": "C53H76BrN10O2PRbSbSi3",
  "method": "ωB97M-V/def2-TZVPD",
  "symbols": ["Rb", "N", "C", "C", "C", "N", "C", "C", "N", "C", "H", "H", "H", "H", "H", "H", "H", "H", "H", "H", "H", "H", "H", "H", "H", "H", "N", "C", "C", "N", "C", "C", "N", "C", "C", "N", "H", "H", "H", "H", "H", "H", "C", "Sb", "C", "C", "C", "C", "C", "C", "N", "Si", "C", "C", "C", "C", "C", "C", "C", "C", "C", "N", "Si", "C", "C", "C", "Si", "C", "C", "C", "H", "H", "H", "H", "H", "H", "H", "H", "H", "H", "H", "H", "H", "H", "H", "H", "H", "H", "H", "H", "H", "H", "H", "H", "H", "H", "H", "H", "H", "H", "H", "H", "H", "H", "H", "H", "H", "H", "Br", "C", "C", "C", "C", "C", "N", "C", "O", "O", "H", "H", "H", "C", "P", "C", "C", "C", "C", "C", "C", "C", "C", "C", "C", "C", "C", "H", "H", "H", "H", "H", "H", "H", "H", "H", "H", "H", "H", "H"],
  "coordinates": [[-0.125, -1.007, -0.006], [4.718, 2.311, -2.004], [5.077, 3.278, -0.950], [4.241, 4.555, -1.034], [2.777, 4.401, -0.625], [2.057, 3.627, -1.631], [2.660, 3.688, 0.722], [3.450, 2.385, 0.797], [2.823, 1.345, -0.090], [4.909, 2.605, 0.414], [4.437, 2.778, -2.858], [3.186, 1.480, -1.049], [5.507, 1.710, -2.212], [6.127, 3.578, -1.047], [4.300, 4.970, -2.046], [4.704, 5.294, -0.373], [2.362, 5.411, -0.498], [1.976, 4.120, -2.514], [1.121, 3.387, -1.323], [1.609, 3.496, 0.946], [3.044, 4.342, 1.511], [3.404, 1.988, 1.809], [1.792, 1.436, -0.136], [3.047, 0.391, 0.212], [5.457, 1.660, 0.435], [5.347, 3.242, 1.187], [-4.750, -2.735, -0.509], [-5.231, -1.693, 0.251], [-4.137, -1.135, 0.838], [-3.000, -1.806, 0.459], [-3.398, -2.754, -0.353], [-2.510, -3.701, -1.020], [-1.242, -3.483, -1.268], [-0.785, -4.607, -1.908], [-1.792, -5.513, -2.048], [-2.897, -4.923, -1.477], [-5.288, -3.287, -1.153], [-6.277, -1.449, 0.290], [-4.091, -0.287, 1.502], [0.245, -4.701, -2.208], [-1.825, -6.500, -2.471], [-3.787, -5.365, -1.331], [3.812, -3.666, 3.611], [3.382, -1.670, 2.901], [2.460, -2.334, 1.124], [1.695, -3.569, 1.240], [0.593, -3.834, 2.088], [-0.043, -5.054, 2.044], [0.392, -6.040, 1.161], [1.473, -5.722, 0.360], [2.100, -4.553, 0.400], [3.764, -2.735, -0.175], [4.835, -1.183, -0.532], [5.132, -3.965, 0.276], [3.129, -3.140, -1.910], [1.981, -1.098, 4.622], [0.547, -1.534, 4.493], [-0.117, -2.357, 5.410], [-1.460, -2.649, 5.237], [-2.146, -2.093, 4.171], [-1.432, -1.259, 3.327], [-0.137, -1.002, 3.462], [2.896, -1.705, 6.187], [4.749, -1.385, 6.107], [2.676, -3.541, 6.607], [2.332, -0.813, 7.748], [1.844, 0.808, 4.649], [1.195, 1.547, 3.058], [3.501, 1.628, 5.012], [0.592, 1.397, 5.930], [4.365, -4.140, 2.799], [2.891, -4.225, 3.764], [4.415, -3.688, 4.516], [0.249, -3.076, 2.770], [-0.884, -5.237, 2.704], [-0.082, -7.011, 1.103], [1.874, -6.449, -0.343], [5.125, -0.625, 0.364], [4.350, -0.508, -1.241], [5.759, -1.517, -1.014], [5.730, -3.595, 1.115], [5.809, -4.052, -0.580], [4.765, -4.959, 0.525], [3.004, -4.214, -2.046], [3.809, -2.763, -2.677], [2.153, -2.671, -2.078], [0.400, -2.768, 6.261], [-1.964, -3.297, 5.944], [-3.198, -2.277, 4.001], [-1.923, -0.777, 2.491], [5.260, -1.850, 5.265], [5.181, -1.798, 7.024], [4.981, -0.321, 6.087], [2.226, -4.146, 5.823], [2.063, -3.643, 7.507], [3.654, -3.972, 6.834], [2.666, 0.225, 7.783], [2.779, -1.331, 8.602], [1.249, -0.824, 7.880], [1.484, 2.602, 3.017], [1.523, 1.044, 2.151], [0.108, 1.493, 3.050], [4.312, 1.228, 4.399], [3.789, 1.525, 6.059], [3.412, 2.700, 4.806], [-0.269, 0.725, 5.977], [0.216, 2.374, 5.613], [0.997, 1.503, 6.934], [-3.477, 1.597, 4.261], [-2.963, 2.551, 2.694], [-3.277, 3.898, 2.605], [-2.890, 4.554, 1.448], [-2.217, 3.852, 0.461], [-1.946, 2.508, 0.672], [-2.323, 1.860, 1.779], [-1.171, 1.685, -0.337], [-1.800, 1.167, -1.267], [0.062, 1.559, -0.086], [-3.801, 4.398, 3.405], [-3.115, 5.606, 1.321], [-1.904, 4.328, -0.459], [0.006, -0.826, -3.595], [1.579, 0.062, -3.260], [2.756, -0.703, -4.431], [4.110, -0.417, -4.252], [5.075, -0.988, -5.066], [4.700, -1.876, -6.065], [3.358, -2.178, -6.246], [2.393, -1.592, -5.438], [1.218, 1.660, -4.093], [2.110, 2.281, -4.964], [1.842, 3.547, -5.471], [0.670, 4.205, -5.128], [-0.233, 3.585, -4.273], [0.039, 2.329, -3.753], [0.089, -1.870, -3.288], [-0.290, -0.774, -4.644], [-0.777, -0.355, -2.996], [4.403, 0.242, -3.444], [6.121, -0.757, -4.909], [5.451, -2.338, -6.693], [3.060, -2.877, -7.017], [1.353, -1.845, -5.593], [3.023, 1.776, -5.256], [2.548, 4.012, -6.149], [0.457, 5.187, -5.532], [-1.158, 4.082, -4.006], [-0.669, 1.875, -3.067]],
  "de_lowest_kj_mol": 0.00
}

***

{
  "formula": "C17H16BCl3NO5",
  "method": "ωB97M-V/def2-TZVPD",
  "symbols": ["Cl", "B", "Cl", "Cl", "O", "C", "C", "C", "C", "C", "C", "C", "H", "H", "H", "H", "H", "H", "C", "C", "O", "C", "C", "C", "C", "C", "C", "N", "O", "O", "C", "C", "O", "H", "H", "H", "H", "H", "H", "H", "H", "H", "H"],
  "coordinates": [[2.939, -1.741, 1.302], [1.942, -0.192, 1.280], [2.212, 0.808, 2.864], [2.296, 0.868, -0.220], [0.485, -0.588, 1.251], [-0.443, 0.292, 1.285], [-1.826, -0.084, 1.253], [-2.772, 0.965, 1.238], [-4.129, 0.683, 1.237], [-4.568, -0.652, 1.243], [-3.629, -1.701, 1.247], [-2.268, -1.433, 1.248], [-0.178, 1.353, 1.264], [-2.389, 1.983, 1.230], [-4.856, 1.497, 1.233], [-5.636, -0.873, 1.245], [-3.979, -2.735, 1.249], [-1.530, -2.236, 1.247], [2.830, 4.618, 5.457], [2.565, 3.179, 5.812], [1.175, 3.031, 6.140], [0.925, 1.758, 6.572], [-0.484, 1.503, 6.748], [-0.987, 0.287, 7.202], [-0.135, -0.806, 7.616], [-0.651, -2.021, 8.006], [-2.049, -2.229, 7.995], [-2.574, -3.508, 8.343], [-3.816, -3.680, 8.298], [-1.771, -4.411, 8.677], [-2.924, -1.181, 7.617], [-2.413, 0.046, 7.255], [1.858, 0.965, 6.750], [3.864, 4.694, 5.109], [2.164, 4.978, 4.664], [2.720, 5.262, 6.339], [2.804, 2.533, 4.955], [3.192, 2.892, 6.668], [-1.156, 2.334, 6.577], [0.939, -0.657, 7.599], [-0.005, -2.839, 8.315], [-3.993, -1.383, 7.621], [-3.085, 0.863, 6.983]],
  "total_charge": -1
}

***

{
  "formula": "C62H70F4IN11O19P3S3",
  "method": "ωB97M-V/def2-TZVPD",
  "symbols": ["C", "C", "C", "C", "C", "C", "C", "C", "C", "C", "C", "S", "C", "S", "N", "C", "C", "N", "C", "O", "P", "N", "I", "C", "C", "O", "F", "P", "S", "O", "C", "C", "O", "C", "F", "F", "F", "P", "N", "O", "H", "H", "H", "H", "H", "H", "H", "H", "H", "H", "H", "H", "H", "H", "H", "H", "H", "H", "H", "H", "H", "H", "H", "H", "H", "H", "H", "H", "H", "H", "H", "H", "H", "H", "H", "C", "C", "C", "C", "C", "C", "N", "O", "O", "H", "H", "H", "H", "H", "C", "C", "C", "C", "C", "C", "N", "O", "O", "H", "H", "H", "H", "H", "C", "C", "C", "C", "C", "C", "N", "O", "O", "H", "H", "H", "H", "H", "C", "C", "C", "C", "C", "C", "N", "O", "O", "H", "H", "H", "H", "H", "C", "C", "C", "C", "C", "C", "N", "O", "O", "H", "H", "H", "H", "H", "C", "C", "C", "C", "C", "C", "N", "O", "O", "H", "H", "H", "H", "H", "C", "C", "C", "C", "C", "C", "N", "O", "O", "H", "H", "H", "H", "H"],
  "coordinates": [[6.668, -2.625, 1.770], [6.289, -1.143, 1.897], [5.843, -0.530, 0.571], [4.529, -1.150, 0.040], [3.394, -0.125, -0.017], [1.973, -0.714, 0.196], [1.167, 0.173, 1.147], [-0.375, 0.043, 1.044], [-0.791, 0.311, -0.421], [-1.560, -0.801, -1.139], [-0.743, -2.051, -1.469], [0.079, -1.832, -3.072], [0.560, -3.411, -3.589], [1.600, -3.607, -4.811], [-0.002, -4.514, -2.899], [-1.286, -4.991, -2.999], [-1.357, -6.039, -2.135], [-0.150, -6.228, -1.513], [0.637, -5.306, -1.989], [-0.657, -1.317, 1.372], [-1.711, -1.619, 2.687], [-3.233, -1.365, 1.796], [-1.864, -4.145, 1.737], [-2.728, -1.910, 4.316], [-2.948, -3.296, 4.786], [-3.983, -3.884, 4.768], [-1.866, -3.911, 5.314], [0.190, -2.322, 3.792], [0.484, -1.569, 5.590], [-1.593, -0.002, 3.152], [-1.056, 0.906, 2.180], [-2.292, 1.755, 1.745], [-2.086, 3.180, 1.616], [-1.732, 3.632, 0.413], [-2.577, 3.242, -0.567], [-0.493, 3.258, 0.046], [-1.740, 4.972, 0.423], [0.011, 2.154, 3.172], [-1.110, 2.569, 4.398], [1.096, 1.302, 4.036], [6.151, -3.103, 0.939], [7.738, -2.749, 1.616], [6.371, -3.167, 2.664], [7.143, -0.603, 2.308], [5.472, -1.029, 2.613], [6.656, -0.664, -0.147], [5.724, 0.547, 0.685], [4.729, -1.566, -0.945], [4.242, -1.949, 0.725], [3.396, 0.357, -0.997], [3.559, 0.664, 0.716], [1.515, -0.811, -0.783], [2.095, -1.694, 0.657], [1.412, -0.168, 2.146], [1.447, 1.224, 1.062], [-1.394, 1.202, -0.519], [0.091, 0.523, -1.023], [-2.458, -1.115, -0.622], [-1.896, -0.369, -2.087], [-0.025, -2.306, -0.700], [-1.411, -2.906, -1.539], [-2.026, -4.565, -3.650], [-2.235, -6.632, -1.953], [1.668, -5.196, -1.700], [-3.410, -2.094, 1.122], [-3.266, -0.457, 1.358], [-2.307, -1.284, 5.099], [-3.721, -1.542, 4.093], [0.160, -3.719, 3.858], [1.321, -2.054, 2.998], [-2.758, 1.367, 0.844], [-3.022, 1.642, 2.538], [-1.480, 3.490, 4.191], [-1.893, 1.924, 4.465], [0.838, 0.386, 4.268], [-0.375, 6.048, -2.088], [-0.063, 7.328, -2.530], [0.725, 7.505, -3.657], [1.184, 6.384, -4.326], [0.892, 5.102, -3.901], [0.107, 4.940, -2.773], [2.004, 6.554, -5.536], [2.271, 7.686, -5.890], [2.363, 5.548, -6.114], [-0.995, 5.905, -1.219], [-0.436, 8.192, -1.996], [0.975, 8.494, -4.010], [1.269, 4.246, -4.441], [-0.133, 3.944, -2.427], [0.821, -8.629, 2.968], [2.089, -9.136, 2.709], [3.169, -8.278, 2.582], [2.952, -6.919, 2.720], [1.700, -6.394, 2.972], [0.627, -7.261, 3.097], [4.096, -5.999, 2.604], [5.188, -6.479, 2.363], [3.885, -4.814, 2.758], [-0.020, -9.302, 3.068], [2.238, -10.202, 2.607], [4.159, -8.657, 2.380], [1.559, -5.328, 3.070], [-0.359, -6.861, 3.292], [5.640, -3.919, -7.800], [4.733, -3.051, -7.209], [5.118, -2.287, -6.117], [6.411, -2.406, -5.644], [7.329, -3.268, -6.217], [6.933, -4.031, -7.304], [6.834, -1.581, -4.498], [6.010, -0.844, -3.998], [7.986, -1.684, -4.124], [5.335, -4.513, -8.652], [3.730, -2.970, -7.593], [4.419, -1.612, -5.645], [8.330, -3.342, -5.821], [7.637, -4.711, -7.765], [1.469, 3.880, -9.396], [0.117, 4.123, -9.595], [-0.827, 3.215, -9.144], [-0.393, 2.074, -8.495], [0.948, 1.811, -8.287], [1.884, 2.726, -8.745], [-1.396, 1.112, -8.005], [-2.567, 1.358, -8.224], [-0.996, 0.129, -7.417], [2.202, 4.596, -9.745], [-0.205, 5.022, -10.101], [-1.882, 3.390, -9.294], [1.257, 0.909, -7.778], [2.937, 2.537, -8.590], [-5.396, 3.524, 9.159], [-6.133, 3.695, 7.994], [-5.518, 4.166, 6.846], [-4.167, 4.456, 6.892], [-3.415, 4.298, 8.041], [-4.042, 3.829, 9.184], [-3.502, 4.939, 5.670], [-4.184, 5.080, 4.672], [-2.310, 5.154, 5.729], [-5.880, 3.151, 10.053], [-7.188, 3.455, 7.977], [-6.077, 4.302, 5.932], [-2.362, 4.535, 8.044], [-3.473, 3.699, 10.092], [-7.738, 8.937, 12.058], [-7.170, 8.518, 13.254], [-6.058, 7.693, 13.245], [-5.532, 7.304, 12.027], [-6.084, 7.703, 10.824], [-7.198, 8.527, 10.846], [-4.339, 6.440, 12.006], [-3.886, 6.074, 13.072], [-3.889, 6.143, 10.919], [-8.604, 9.585, 12.070], [-7.593, 8.837, 14.197], [-5.606, 7.359, 14.167], [-5.652, 7.378, 9.889], [-7.642, 8.851, 9.915], [-2.565, -5.589, -9.353], [-2.559, -4.243, -9.011], [-1.379, -3.630, -8.622], [-0.222, -4.386, -8.588], [-0.205, -5.727, -8.918], [-1.391, -6.330, -9.303], [1.033, -3.733, -8.189], [0.983, -2.563, -7.878], [2.051, -4.400, -8.181], [-3.488, -6.063, -9.658], [-3.474, -3.668, -9.046], [-1.359, -2.584, -8.350], [0.716, -6.290, -8.873], [-1.399, -7.379, -9.564]],
  "total_charge": -1
}

***

Here are the calculated frontier orbital gap numbers, same order: 0.216 0.113 0.211 (Eh).
Here are the calculated HOMO numbers, same order: -5.955 -3.301 -5.383 (eV).